{"formula": "C19H44ClN12O22P", "method": "wB97M-V/def2-TZVPD", "species": ["Cl", "P", "O", "O", "O", "O", "O", "O", "O", "O", "O", "O", "O", "O", "O", "O", "O", "O", "O", "O", "O", "O", "O", "O", "N", "N", "N", "N", "N", "N", "N", "N", "N", "N", "N", "N", "C", "C", "C", "C", "C", "C", "C", "C", "C", "C", "C", "C", "C", "C", "C", "C", "C", "C", "C", "H", "H", "H", "H", "H", "H", "H", "H", "H", "H", "H", "H", "H", "H", "H", "H", "H", "H", "H", "H", "H", "H", "H", "H", "H", "H", "H", "H", "H", "H", "H", "H", "H", "H", "H", "H", "H", "H", "H", "H", "H", "H", "H", "H"], "xyz": [[-1.099522, 5.300999, -3.716307], [0.044468, 2.187240, -3.224505], [-4.241722, -13.456484, 4.122275], [-3.580791, 2.001922, -8.027997], [3.784269, 7.531294, 3.617224], [-2.755558, -9.311446, 4.809128], [-2.051224, 2.684578, 1.131644], [8.550040, 4.667744, 3.829435], [-4.522452, 7.039851, -6.062142], [-0.114584, -3.483830, 5.231231], [0.643698, -5.018762, -1.052939], [0.423811, -5.804425, 0.940223], [-4.515534, 1.021096, -6.349889], [5.148292, -0.088263, -1.326175], [6.724433, 5.084794, 4.894844], [4.360248, 1.880327, -0.934352], [-6.167947, -12.607420, 4.581869], [-4.800237, 5.531254, -4.549894], [0.454349, -5.441588, 5.924023], [4.965301, 2.254214, 3.048881], [-0.250927, 2.226690, 0.037978], [-1.485603, -7.945767, 3.733764], [3.000653, 3.015244, 3.481085], [4.694361, 7.054741, 1.725175], [-5.049920, 6.601867, -5.063361], [-4.544325, 1.571572, -7.428922], [4.488578, 0.701807, -0.683540], [-5.062040, -12.564620, 4.085142], [4.105019, 3.116951, 2.996498], [4.205573, 7.829800, 2.522332], [0.060802, -5.664531, -0.209318], [-1.981586, -8.376314, 4.751862], [-1.039013, -1.583321, -2.018375], [7.644503, 4.360509, 4.572539], [0.450660, -4.546389, 5.101898], [-1.144775, 1.948033, 0.807618], [-1.608512, -7.700359, 6.023619], [1.190982, -4.770708, 3.831260], [7.666426, 2.980084, 5.126169], [-1.961901, 3.051265, -5.102522], [-5.869268, 1.742308, -8.085036], [-1.833695, 4.548460, -5.173962], [-0.627842, 2.283442, -4.952357], [4.111882, 9.261949, 2.129889], [1.372351, -1.512197, -2.232311], [0.184760, -2.125540, -1.923681], [-4.668811, -11.320091, 3.370749], [4.447325, 4.377868, 2.280574], [3.775903, 0.169097, 0.508656], [-0.986637, -0.312725, -2.430270], [-6.086122, 7.453805, -4.419051], [-1.117379, 0.579461, 1.392909], [0.148024, 0.421856, -2.734221], [1.390909, -0.189926, -2.660795], [-1.202790, -6.330491, -0.624725], [-5.828540, 1.226218, -9.039300], [-1.277195, 4.894718, -6.039281], [6.800830, 2.849796, 5.764464], [-6.628827, 1.315565, -7.440978], [-6.873040, 7.616337, -5.149144], [3.592082, 5.031948, 2.319335], [-1.005156, 2.696745, -2.436195], [-2.833547, 4.966148, -5.253780], [-4.447997, -11.591435, 2.342591], [3.061822, 9.536883, 2.152842], [-1.606114, -6.863054, 0.228791], [0.225975, -3.150191, -1.563701], [3.097967, -0.607582, 0.164792], [8.587003, 2.865083, 5.690530], [-1.882701, -5.552908, -0.961685], [-2.126812, -8.189120, 6.840108], [-6.462501, 6.935135, -3.545493], [-0.533113, -7.784954, 6.135548], [-5.494091, -10.619595, 3.419427], [-0.959583, -7.011809, -1.434267], [1.637891, -5.756789, 3.859881], [4.525400, -0.234434, 1.182537], [5.298677, 4.818901, 2.785469], [-3.790758, -10.919521, 3.865202], [7.634207, 2.295157, 4.284506], [4.692134, 4.108538, 1.256153], [4.680087, 9.834840, 2.856237], [-2.659519, 2.704393, -4.342350], [3.231088, 0.981132, 0.975750], [-1.167062, -0.127774, 0.568010], [2.294274, -2.068049, -2.134667], [-0.183165, 0.478201, 1.937411], [0.475764, -4.694322, 3.020426], [2.307151, 0.337096, -2.881343], [-1.943485, 0.192730, -2.530547], [-6.027022, 2.807289, -8.225844], [-1.906353, -6.660692, 5.938258], [-5.611223, 8.390586, -4.144331], [-0.801517, 1.290861, -5.369276], [-2.377997, 2.738569, -6.062300], [-1.968786, 0.470945, 2.054174], [1.950711, -3.998413, 3.756326], [4.524087, 9.372778, 1.134145], [0.112050, 2.747132, -5.602272]], "forces_ev_per_angstrom": [[0.032, -0.020, -0.073], [1.400, 0.791, 0.136], [0.037, -0.056, 0.007], [0.027, -0.029, -0.017], [-0.038, -0.039, 0.054], [0.064, 0.090, 0.026], [-0.022, 0.046, -0.023], [0.038, 0.034, -0.041], [0.017, -0.005, -0.078], [-0.064, 0.037, 0.030], [0.146, -0.330, 0.093], [0.058, 0.046, 0.027], [0.068, -0.023, 0.017], [0.005, -0.033, -0.068], [-0.049, 0.042, -0.045], [0.071, 0.050, -0.043], [-0.029, -0.035, 0.040], [-0.198, -0.022, 0.008], [-0.020, 0.017, 0.094], [0.085, -0.068, 0.033], [0.093, 0.055, 0.010], [-0.003, 0.021, -0.086], [-0.059, -0.110, 0.012], [0.070, 0.280, -0.115], [-0.045, 0.040, 0.106], [-0.105, 0.006, -0.019], [-0.119, 0.027, 0.119], [-0.053, 0.088, -0.062], [0.044, 0.140, -0.106], [0.042, 0.080, -0.059], [-0.117, -0.088, -0.016], [0.028, 0.037, 0.134], [1.066, 0.690, -0.124], [-0.017, -0.085, 0.058], [0.129, -0.052, -0.116], [-0.040, -0.112, 0.062], [-0.132, -0.126, 0.219], [0.107, -0.115, -0.018], [-0.132, -0.143, 0.137], [0.759, -0.540, -0.282], [-0.177, -0.043, 0.072], [-0.764, 0.210, 0.044], [-0.849, -0.160, -0.021], [0.064, 0.084, -0.173], [0.852, 0.429, -0.233], [-0.603, -1.133, 0.443], [-0.092, 0.091, -0.034], [-0.115, -0.220, 0.003], [-0.132, 0.070, 0.175], [-1.038, -0.091, 0.061], [-0.089, -0.030, 0.179], [-0.123, -0.108, 0.084], [-0.230, 0.730, -0.579], [-0.642, -0.469, 0.385], [-0.148, -0.118, 0.126], [0.054, 0.083, -0.041], [0.314, -0.157, 0.039], [-0.037, 0.069, -0.040], [0.051, -0.016, 0.043], [0.063, 0.076, -0.049], [-0.100, -0.055, 0.098], [-0.289, -0.504, -0.202], [0.171, 0.094, 0.041], [0.086, -0.055, 0.035], [0.006, 0.005, 0.105], [0.064, 0.020, 0.037], [-0.113, 0.339, -0.182], [0.077, -0.045, -0.039], [0.066, 0.022, -0.109], [0.065, 0.010, -0.099], [-0.049, -0.064, -0.076], [0.049, -0.048, -0.013], [0.020, 0.128, -0.088], [-0.040, -0.053, 0.046], [0.004, 0.087, -0.071], [-0.050, -0.017, 0.044], [0.007, -0.056, -0.043], [0.032, -0.025, 0.006], [-0.003, -0.107, -0.117], [0.066, 0.021, -0.018], [0.078, -0.025, 0.029], [-0.079, -0.011, 0.069], [-0.104, 0.288, 0.152], [0.014, 0.034, -0.046], [0.098, 0.022, -0.025], [0.044, -0.099, 0.029], [0.044, -0.006, -0.075], [0.016, 0.079, -0.008], [0.060, 0.083, -0.078], [-0.070, -0.076, 0.039], [0.068, -0.003, -0.085], [0.129, 0.035, -0.045], [-0.006, 0.031, -0.099], [0.123, -0.201, 0.209], [-0.125, 0.125, -0.033], [-0.009, 0.061, -0.008], [-0.080, 0.074, -0.024], [0.012, -0.069, 0.002], [0.214, 0.080, 0.123]], "lowdin_charge": [0.532, 0.930, 0.060, 0.059, 0.080, 0.052, 0.071, 0.068, 0.073, 0.070, 0.047, 0.059, 0.072, 0.055, 0.054, 0.064, 0.062, 0.057, 0.042, 0.027, 0.030, 0.067, 0.072, 0.053, -0.442, -0.448, -0.451, -0.455, -0.436, -0.433, -0.425, -0.434, 0.070, -0.451, -0.441, -0.444, 0.045, 0.046, 0.041, -0.337, 0.046, -0.582, -0.408, 0.051, -0.075, -0.160, 0.040, 0.036, 0.046, -0.193, 0.049, 0.052, -0.444, -0.087, 0.060, 0.100, 0.078, 0.095, 0.093, 0.099, 0.078, -0.070, 0.019, 0.101, 0.101, 0.093, 0.065, 0.085, 0.098, 0.105, 0.097, 0.094, 0.093, 0.095, 0.104, 0.098, 0.100, 0.074, 0.060, 0.095, 0.105, 0.101, 0.103, 0.083, 0.082, 0.106, 0.098, 0.076, 0.098, 0.103, 0.100, 0.096, 0.102, 0.074, 0.074, 0.094, 0.103, 0.094, 0.065], "total_charge": 0, "e_lumo_ev": -0.3}